{
  "formula": "C27H57Cl19IN4",
  "method": "the ωB97M-V functional and the def2-TZVPD basis",
  "species": ["N", "C", "C", "N", "C", "N", "C", "C", "C", "Cl", "N", "C", "C", "C", "I", "H", "H", "H", "H", "H", "H", "H", "H", "H", "H", "H", "H", "H", "H", "H", "H", "H", "H", "H", "H", "H", "Cl", "C", "C", "Cl", "H", "H", "H", "H", "Cl", "C", "C", "Cl", "H", "H", "H", "H", "Cl", "C", "C", "Cl", "H", "H", "H", "H", "Cl", "C", "C", "Cl", "H", "H", "H", "H", "Cl", "C", "C", "Cl", "H", "H", "H", "H", "Cl", "C", "C", "Cl", "H", "H", "H", "H", "Cl", "C", "C", "Cl", "H", "H", "H", "H", "Cl", "C", "C", "Cl", "H", "H", "H", "H", "Cl", "C", "C", "Cl", "H", "H", "H", "H"],
  "positions_angstrom": [[5.465, -2.152, -4.391], [4.221, -2.903, -4.582], [3.199, -2.079, -5.385], [1.859, -2.026, -4.792], [1.340, -1.056, -4.059], [0.084, -1.233, -3.556], [-0.287, -2.489, -2.844], [-1.419, -2.239, -1.867], [-0.949, -1.748, -0.508], [-0.151, -3.066, 0.390], [2.090, 0.104, -3.856], [1.971, 0.816, -2.561], [3.044, 0.455, -1.526], [4.448, 0.222, -2.073], [5.778, 1.837, -1.681], [5.789, -2.268, -3.442], [6.206, -2.547, -4.954], [4.387, -3.862, -5.082], [3.780, -3.144, -3.609], [3.573, -1.074, -5.562], [3.044, -2.549, -6.361], [1.260, -2.813, -4.980], [-0.246, -0.403, -3.085], [-0.593, -3.235, -3.582], [0.596, -2.889, -2.338], [-1.928, -3.198, -1.726], [-2.160, -1.552, -2.285], [-0.186, -0.969, -0.593], [-1.766, -1.378, 0.102], [1.982, 0.749, -4.628], [2.047, 1.884, -2.781], [0.992, 0.686, -2.097], [3.060, 1.327, -0.867], [2.723, -0.387, -0.904], [4.906, -0.647, -1.600], [4.482, 0.049, -3.145], [-0.940, 0.618, 2.542], [0.841, 0.632, 2.408], [1.371, 1.992, 2.057], [0.936, 2.488, 0.390], [1.125, -0.115, 1.670], [1.229, 0.326, 3.375], [2.456, 1.989, 2.114], [0.996, 2.755, 2.732], [-0.907, -0.237, 6.941], [-1.140, -1.750, 6.022], [0.111, -2.582, 5.966], [1.382, -1.797, 4.977], [-1.481, -1.477, 5.026], [-1.916, -2.326, 6.524], [-0.102, -3.546, 5.504], [0.527, -2.754, 6.954], [-1.011, 3.622, -2.108], [-1.273, 5.138, -1.195], [-2.193, 6.081, -1.918], [-1.448, 6.723, -3.410], [-0.296, 5.580, -1.022], [-1.708, 4.858, -0.237], [-2.413, 6.932, -1.276], [-3.131, 5.605, -2.191], [4.121, 2.390, 4.277], [5.345, 2.658, 3.004], [5.482, 4.114, 2.651], [4.034, 4.748, 1.824], [5.063, 2.070, 2.134], [6.291, 2.283, 3.390], [6.319, 4.243, 1.967], [5.652, 4.724, 3.534], [-2.426, -5.095, -3.890], [-3.381, -6.560, -3.509], [-4.701, -6.200, -2.882], [-4.485, -5.482, -1.265], [-2.780, -7.175, -2.846], [-3.540, -7.092, -4.444], [-5.302, -7.099, -2.762], [-5.249, -5.487, -3.491], [-5.324, 4.742, -1.464], [-7.010, 5.320, -1.598], [-7.156, 6.338, -2.698], [-6.295, 7.851, -2.320], [-7.290, 5.733, -0.633], [-7.633, 4.453, -1.808], [-8.208, 6.585, -2.826], [-6.763, 5.962, -3.639], [0.780, -5.764, 7.957], [0.749, -7.212, 6.918], [0.982, -6.878, 5.469], [-0.379, -5.957, 4.770], [-0.211, -7.700, 7.060], [1.539, -7.874, 7.268], [1.071, -7.797, 4.893], [1.884, -6.288, 5.334], [3.252, 8.525, -4.269], [1.561, 9.079, -4.404], [1.366, 10.045, -5.542], [2.179, 11.603, -5.250], [1.283, 9.526, -3.454], [0.951, 8.193, -4.566], [0.304, 10.255, -5.658], [1.751, 9.640, -6.474], [-5.142, -3.009, 9.021], [-5.389, -4.504, 8.085], [-4.125, -5.315, 7.974], [-2.894, -4.491, 6.976], [-5.764, -4.222, 7.104], [-6.149, -5.088, 8.600], [-4.340, -6.269, 7.496], [-3.682, -5.498, 8.948]],
  "lowdin_charge": [0.01, -0.24, -0.14, 0.12, -0.30, 0.11, -0.19, -0.26, -0.58, 0.58, 0.08, -0.19, -0.31, -0.68, 0.80, 0.06, 0.08, 0.11, 0.11, 0.11, 0.13, 0.16, 0.13, 0.05, 0.11, 0.08, 0.13, 0.05, 0.07, 0.16, 0.13, 0.08, 0.03, 0.11, 0.03, 0.01, 0.56, -0.66, -0.64, 0.57, 0.05, 0.01, 0.01, 0.08, 0.54, -0.68, -0.67, 0.56, 0.05, -0.02, -0.01, 0.06, 0.49, -0.65, -0.68, 0.55, 0.07, 0.08, 0.08, -0.02, 0.57, -0.65, -0.65, 0.54, 0.05, 0.08, 0.07, 0.07, 0.57, -0.63, -0.66, 0.55, 0.07, 0.08, 0.08, 0.07, 0.58, -0.64, -0.66, 0.54, 0.07, 0.07, 0.08, 0.07, 0.56, -0.65, -0.64, 0.56, 0.07, 0.07, 0.07, 0.07, 0.53, -0.68, -0.67, 0.54, 0.07, 0.04, 0.07, 0.07, 0.55, -0.67, -0.64, 0.58, 0.07, 0.07, 0.07, 0.07],
  "lumo_energy_ha": -0.094,
  "e_tot_ev": -280907.8711,
  "max_force_ev_per_a": 1.66,
  "charge": 1,
  "homo_energy_ev": -11.5
}